Record 1
{"formula": "C6H8ClNO4", "method": "ωB97M-V with the def2-TZVPD basis set", "lumo_ev": -0.25, "multiplicity": 1, "energy_ha": -1049.22170, "e_above_lowest_kj_mol": 77.1, "smiles": "CO/N=C(\\Cl)C(=O)CC(=O)OC", "species": ["O", "O", "Cl", "N", "O", "O", "C", "C", "C", "C", "C", "C", "H", "H", "H", "H", "H", "H", "H", "H"], "xyz": [[-0.543, 2.727, 1.055], [1.831, 2.988, -1.522], [1.758, 0.110, -3.057], [0.558, -0.218, -0.767], [0.374, -1.494, -1.438], [0.121, 0.945, 2.223], [0.300, 1.907, 1.316], [1.447, 2.028, -0.930], [1.046, 0.660, -1.481], [0.284, -2.610, -0.589], [-0.695, 1.403, 3.331], [1.657, 2.027, 0.627], [0.222, -3.513, -1.043], [1.261, -2.585, -0.050], [-0.548, -2.504, 0.131], [-0.106, 1.906, 4.124], [-1.136, 0.530, 3.844], [-1.514, 2.062, 2.966], [2.018, 3.045, 0.915], [2.246, 1.170, 0.929]], "mulliken_charge": [-0.565, -0.475, -0.167, -0.009, -0.308, -0.304, 0.631, 0.416, 0.230, -0.563, -0.715, -0.399, 0.315, 0.248, 0.231, 0.274, 0.223, 0.351, 0.273, 0.311]}

***

Record 2
{"formula": "C6H8ClNS", "method": "ωB97M-V with the def2-TZVPD basis set", "lumo_ev": [0.14, 0.14], "multiplicity": 1, "energy_ha": -1146.34398, "e_above_lowest_kj_mol": 527.5, "species": ["C", "C", "C", "C", "C", "C", "N", "S", "Cl", "H", "H", "H", "H", "H", "H", "H", "H"], "xyz": [[0.988, 1.038, 1.595], [2.123, 1.728, 1.886], [-0.010, 1.144, 0.604], [2.039, 2.383, -0.699], [-1.532, 0.277, -1.050], [0.328, -1.085, -0.353], [-0.308, 0.219, -0.217], [2.836, 2.791, 0.715], [2.339, 3.311, -2.055], [0.776, 0.398, 2.337], [2.538, 1.658, 2.977], [-2.115, -0.655, -0.931], [-2.122, 1.231, -0.857], [-1.309, 0.487, -2.049], [-0.050, -1.443, -1.281], [1.370, -0.866, -0.219], [0.068, -1.815, 0.537]], "mulliken_charge": [-0.240, -0.125, -0.406, -0.047, -1.024, -1.034, 0.245, -0.095, -0.133, 0.413, 0.260, 0.381, 0.309, 0.409, 0.477, 0.390, 0.219]}

***

Record 3
{"formula": "C6H8ClO4S", "method": "ωB97M-V with the def2-TZVPD basis set", "lumo_ev": 3.36, "multiplicity": 1, "energy_ha": -1392.73765, "total_charge": -1, "e_above_lowest_kj_mol": 57.7, "smiles": "C/C(C=[S@](C)(=O)OC(=O)[O-])=C/Cl", "species": ["C", "C", "C", "C", "C", "C", "O", "O", "O", "O", "S", "Cl", "H", "H", "H", "H", "H", "H", "H", "H"], "xyz": [[-3.075, -0.296, 1.207], [0.019, 0.008, -0.397], [0.771, 2.632, 0.756], [0.724, 1.245, 0.479], [1.798, 0.512, 1.274], [-2.111, -0.967, -1.932], [-2.574, -1.361, 1.007], [-3.779, 0.274, 1.970], [-1.445, 1.567, -1.950], [-2.667, 0.769, -0.007], [-1.521, 0.489, -0.992], [-0.326, 3.762, 0.059], [-0.167, -0.787, 0.313], [1.511, 3.055, 1.406], [1.334, -0.081, 2.063], [2.511, 1.193, 1.738], [2.339, -0.171, 0.622], [-1.437, -1.103, -2.768], [-2.097, -1.817, -1.260], [-3.119, -0.754, -2.265]], "mulliken_charge": [0.732, -0.794, -0.348, 0.777, -1.549, -1.126, -0.582, -0.583, -0.652, -0.396, 1.065, -0.207, 0.297, 0.308, 0.291, 0.394, 0.322, 0.352, 0.331, 0.366]}

***

Record 4
{"formula": "C6H8CrO6", "method": "ωB97M-V with the def2-TZVPD basis set", "s_squared": 8.764, "lumo_ev": [-15.83, -15.09], "multiplicity": 6, "energy_ha": -1727.99403, "total_charge": 3, "species": ["O", "C", "O", "O", "C", "C", "C", "C", "Cr", "H", "H", "H", "H", "H", "H", "O", "C", "O", "H", "O", "H"], "xyz": [[3.374, 1.285, -1.535], [2.887, 0.701, -0.455], [2.542, 1.346, 0.538], [2.815, -0.579, -0.547], [2.098, -1.320, 0.484], [0.623, -1.251, 0.222], [-0.233, -0.706, 1.090], [-1.712, -0.707, 0.874], [1.918, 2.979, 1.175], [2.370, -0.902, 1.460], [2.481, -2.338, 0.387], [0.272, -1.687, -0.717], [0.122, -0.257, 2.022], [-2.249, -0.905, 1.807], [-2.043, -1.422, 0.111], [-2.204, 0.619, 0.498], [-2.284, 1.007, -0.707], [-2.818, 2.130, -0.963], [-3.006, 2.080, -1.985], [-2.131, 0.294, -1.786], [-2.822, -0.368, -1.974]], "lowdin_spin": [0.884, 0.056, 0.057, 0.026, 0.009, 0.000, 0.002, 0.000, 3.964, 0.000, 0.001, 0.000, 0.000, 0.000, 0.000, 0.000, 0.000, 0.000, 0.000, 0.000, 0.000]}

***

Record 5
{"formula": "C6H8F3N2O", "method": "ωB97M-V with the def2-TZVPD basis set", "s_squared": 2.009, "lumo_ev": [-5.15, -5.59], "multiplicity": 3, "energy_ha": -717.21950, "total_charge": 1, "e_above_lowest_kj_mol": 417.7, "species": ["C", "C", "C", "C", "C", "C", "N", "N", "O", "F", "F", "F", "H", "H", "H", "H", "H", "H", "H", "H"], "xyz": [[-1.099, -0.241, -2.732], [0.447, 1.011, 0.351], [0.014, -0.459, 3.025], [1.443, 0.839, 1.257], [0.926, 0.795, 2.785], [-0.040, -1.304, -2.745], [-3.154, 0.369, -3.645], [-2.097, -0.073, -3.352], [-0.312, 1.245, -0.483], [0.055, -1.811, -1.441], [-0.218, -2.209, -3.667], [1.205, -0.769, -2.831], [-0.831, -0.609, 2.412], [-0.171, -0.469, 4.078], [0.476, -1.329, 2.591], [2.073, 1.749, 1.415], [2.097, 0.037, 1.021], [1.927, 0.541, 3.412], [0.611, 1.786, 3.102], [-3.353, 0.899, -4.553]], "lowdin_spin": [0.647, 0.052, 0.000, 0.012, 0.001, 0.115, 0.636, 0.391, 0.052, 0.010, 0.044, 0.013, 0.000, 0.000, 0.000, 0.002, 0.004, 0.000, 0.000, 0.020]}

***

Record 6
{"formula": "C6H8FNO3S", "method": "ωB97M-V with the def2-TZVPD basis set", "lumo_ev": -0.45, "multiplicity": 1, "energy_ha": -1011.78835, "e_above_lowest_kj_mol": 56.8, "smiles": "C[C@H]1C=CC=C[N@+]1(F)S(=O)(=O)[O-]", "species": ["C", "C", "C", "C", "C", "C", "N", "O", "O", "O", "F", "S", "H", "H", "H", "H", "H", "H", "H", "H"], "xyz": [[0.625, 2.179, -0.435], [0.511, 1.377, -1.687], [0.413, 1.529, 0.727], [0.319, 0.056, -1.701], [-0.157, 0.256, 0.885], [0.197, -0.576, 2.042], [0.227, -0.616, -0.499], [-0.891, -2.724, -1.613], [-2.028, -0.560, -1.293], [-1.868, -2.116, 0.560], [1.409, -1.326, -0.263], [-1.400, -1.708, -0.721], [1.277, 3.008, -0.522], [0.320, 1.934, -2.596], [0.731, 1.914, 1.738], [0.381, -0.574, -2.592], [-1.229, 0.429, 0.711], [-0.417, -0.384, 2.964], [1.290, -0.456, 2.347], [0.290, -1.643, 1.947]], "mulliken_charge": [-0.634, -0.359, -0.505, -0.401, 0.850, -1.437, 0.202, -0.570, -0.532, -0.515, -0.258, 1.162, 0.415, 0.403, 0.311, 0.469, 0.278, 0.330, 0.389, 0.404]}

***

Record 7
{"formula": "C6H8I2N2O", "method": "ωB97M-V with the def2-TZVPD basis set", "lumo_ev": [-1.52, -1.52], "multiplicity": 1, "energy_ha": -1013.34031, "e_above_lowest_kj_mol": 88.2, "species": ["C", "C", "C", "C", "C", "C", "N", "N", "O", "I", "I", "H", "H", "H", "H", "H", "H", "H", "H"], "xyz": [[1.662, 0.967, -0.747], [2.193, -1.108, -0.146], [2.611, 0.195, -0.176], [-2.628, 1.236, 0.367], [-1.335, 0.581, 0.781], [-0.032, -1.915, -0.746], [0.603, 0.260, -1.092], [0.897, -0.959, -0.664], [-1.275, -0.679, 1.180], [4.497, 0.872, 0.359], [-0.011, -3.739, 0.157], [1.762, 1.983, -1.066], [2.547, -1.925, 0.447], [-2.697, 2.253, 0.483], [-3.196, 0.956, -0.481], [-3.393, 0.861, 1.140], [-0.755, 1.207, 1.396], [-0.525, 0.567, -0.029], [-0.923, -1.612, -1.162]], "mulliken_charge": [-0.199, -0.290, -0.445, -1.247, 0.117, -0.269, -0.860, 0.559, -0.579, 0.128, 0.193, 0.488, 0.306, 0.383, 0.317, 0.292, 0.417, 0.117, 0.573]}